Entry 1:
ORCA calculation (wB97M-V/def2-TZVPD) on a structure of composition C44H33Cl5CrN4O2S3.

Its orbital gap (spin up / spin down) is 0.1864 / 0.2993 Ha. The LUMO energy (spin up / spin down) is 0.27 / 0.19 eV. Its expectation value of S² is 6.18. The total energy is -6605.72723 Eh. As for the multiplicity: 5.

CARTESIAN COORDINATES (ANGSTROEM)
Cr (-0.21, -0.54, -0.07)
N (-1.65, 0.77, -0.24)
S (-2.22, 1.84, -1.06)
N (-2.51, 1.63, -2.63)
S (-1.47, 1.92, -3.79)
N (0.07, 1.61, -3.67)
S (0.62, 0.22, -3.08)
N (0.86, 0.10, -1.64)
C (2.13, 0.09, -4.01)
C (2.53, 1.04, -4.93)
C (3.75, 0.87, -5.58)
C (4.54, -0.24, -5.31)
C (4.11, -1.19, -4.39)
C (2.91, -1.02, -3.72)
C (-0.38, -1.09, -3.77)
C (-0.14, -1.62, -5.03)
C (-0.96, -2.62, -5.52)
C (-2.02, -3.09, -4.75)
C (-2.26, -2.55, -3.50)
C (-1.44, -1.55, -3.01)
C (-1.40, 3.69, -3.97)
C (-2.63, 4.30, -4.24)
C (-2.67, 5.64, -4.56)
C (-1.48, 6.38, -4.66)
C (-0.27, 5.75, -4.42)
C (-0.22, 4.40, -4.08)
C (-2.11, 1.03, -5.10)
C (-1.36, 1.04, -6.31)
C (-1.93, 0.57, -7.47)
C (-3.24, 0.08, -7.48)
C (-3.98, 0.10, -6.30)
C (-3.45, 0.57, -5.12)
C (-3.87, 2.23, -0.53)
C (-4.86, 2.64, -1.41)
C (-6.12, 2.94, -0.91)
C (-6.37, 2.83, 0.45)
C (-5.37, 2.42, 1.32)
C (-4.11, 2.11, 0.83)
C (-1.34, 3.39, -0.89)
C (0.01, 3.28, -0.59)
C (0.76, 4.44, -0.49)
C (0.17, 5.68, -0.68)
C (-1.19, 5.77, -0.97)
C (-1.95, 4.62, -1.07)
H (1.91, 1.90, -5.13)
H (4.08, 1.61, -6.29)
H (5.48, -0.37, -5.82)
H (4.73, -2.06, -4.18)
H (2.58, -1.75, -2.99)
H (0.68, -1.25, -5.64)
H (-0.78, -3.03, -6.51)
H (-2.66, -3.88, -5.14)
H (-3.10, -2.90, -2.90)
H (-1.69, -1.10, -2.05)
H (-3.55, 3.73, -4.19)
H (-3.62, 6.12, -4.76)
H (-1.51, 7.43, -4.92)
H (0.65, 6.31, -4.49)
H (0.73, 3.92, -3.86)
H (-0.34, 1.41, -6.31)
H (-1.34, 0.57, -8.38)
H (-3.68, -0.30, -8.40)
H (-5.00, -0.28, -6.29)
H (-4.03, 0.55, -4.20)
H (-4.66, 2.70, -2.47)
H (-6.91, 3.24, -1.58)
H (-7.36, 3.07, 0.84)
H (-5.57, 2.32, 2.38)
H (-3.32, 1.76, 1.48)
H (0.47, 2.31, -0.43)
H (1.82, 4.37, -0.24)
H (0.76, 6.58, -0.59)
H (-1.65, 6.74, -1.11)
H (-3.01, 4.69, -1.30)
Cl (-0.29, -7.58, 1.24)
C (-0.62, -5.89, 1.10)
C (0.36, -5.02, 0.64)
Cl (1.92, -5.61, 0.20)
C (0.08, -3.67, 0.54)
Cl (1.27, -2.55, -0.06)
C (-1.17, -3.11, 0.87)
O (-1.42, -1.84, 0.77)
C (-2.15, -4.02, 1.33)
Cl (-3.68, -3.37, 1.74)
C (-1.88, -5.37, 1.45)
Cl (-3.10, -6.44, 2.01)
C (0.49, -0.49, 2.97)
C (0.67, 0.20, 1.62)
O (1.32, 1.20, 1.50)
H (0.48, 0.26, 3.76)
H (1.36, -1.14, 3.12)
H (-0.41, -1.10, 2.99)

---

Entry 2:
ORCA calculation (wB97M-V/def2-TZVPD) on a structure of composition C44H33IrN5O3PS3.

Its orbital gap (spin up / spin down) is 0.2395 / 0.2394 Ha. The LUMO energy (spin up / spin down) is -0.72 / -0.72 eV. The total energy is -3836.32928 Eh.

CARTESIAN COORDINATES (ANGSTROEM)
Ir (-1.01, 0.98, 0.77)
O (-0.86, 0.42, 2.85)
S (-0.07, 1.23, 3.85)
O (-0.39, 0.89, 5.20)
O (-0.08, 2.64, 3.51)
C (1.62, 0.75, 3.56)
C (2.35, 0.30, 4.65)
C (3.71, 0.06, 4.53)
C (4.35, 0.28, 3.31)
C (3.61, 0.70, 2.21)
C (2.24, 0.91, 2.31)
P (1.32, 1.37, 0.78)
C (2.12, 0.40, -0.56)
C (2.71, -0.85, -0.34)
C (3.19, -1.59, -1.41)
C (3.12, -1.10, -2.70)
C (2.54, 0.15, -2.93)
C (2.03, 0.88, -1.87)
C (1.98, 3.06, 0.50)
C (3.04, 3.32, -0.37)
C (3.54, 4.61, -0.51)
C (3.00, 5.65, 0.23)
C (1.97, 5.39, 1.12)
C (1.47, 4.11, 1.26)
H (1.84, 0.19, 5.60)
H (4.28, -0.28, 5.38)
H (5.41, 0.12, 3.21)
H (4.11, 0.86, 1.27)
H (2.79, -1.25, 0.66)
H (3.64, -2.56, -1.22)
H (3.50, -1.67, -3.53)
H (2.46, 0.54, -3.93)
H (1.56, 1.84, -2.06)
H (3.50, 2.52, -0.95)
H (4.36, 4.79, -1.19)
H (3.39, 6.65, 0.12)
H (1.55, 6.19, 1.71)
H (0.68, 3.91, 1.97)
S (-1.52, 2.39, -3.45)
C (-1.15, 0.70, -3.56)
C (-1.01, -0.08, -4.70)
C (-0.63, -1.40, -4.55)
C (-0.38, -1.93, -3.28)
C (-0.52, -1.16, -2.15)
C (-0.93, 0.17, -2.28)
N (-1.08, 1.11, -1.27)
C (-1.37, 2.30, -1.74)
C (-1.55, 3.37, -0.81)
C (-1.91, 4.67, -1.18)
C (-2.18, 5.59, -0.19)
C (-2.14, 5.19, 1.14)
C (-1.77, 3.90, 1.50)
C (-1.42, 2.96, 0.53)
H (-1.19, 0.34, -5.68)
H (-0.52, -2.03, -5.43)
H (-0.05, -2.95, -3.18)
H (-0.26, -1.55, -1.18)
H (-1.98, 4.94, -2.22)
H (-2.46, 6.61, -0.45)
H (-2.39, 5.90, 1.92)
H (-1.75, 3.63, 2.54)
S (-3.35, 0.85, 0.80)
C (-3.57, -0.88, 0.75)
N (-4.75, -1.38, 0.71)
N (-4.90, -2.74, 0.64)
C (-4.36, -3.54, -0.40)
C (-4.34, -4.91, -0.21)
C (-3.87, -5.75, -1.20)
C (-3.39, -5.23, -2.40)
C (-3.41, -3.85, -2.58)
C (-3.88, -3.01, -1.60)
N (-2.47, -1.77, 0.86)
N (-1.33, -1.31, 0.90)
C (-0.36, -2.38, 1.09)
C (0.69, -2.20, 1.96)
C (1.60, -3.23, 2.16)
C (1.46, -4.42, 1.46)
C (0.40, -4.59, 0.57)
C (-0.52, -3.57, 0.39)
H (-5.86, -2.97, 0.84)
H (-4.69, -5.32, 0.74)
H (-3.86, -6.82, -1.04)
H (-3.02, -5.89, -3.17)
H (-3.06, -3.43, -3.52)
H (-3.89, -1.94, -1.76)
H (0.78, -1.28, 2.51)
H (2.41, -3.10, 2.86)
H (2.18, -5.22, 1.61)
H (0.29, -5.51, 0.02)
H (-1.35, -3.69, -0.29)

---

Entry 3:
ORCA calculation (wB97M-V/def2-TZVPD) on a structure of composition C44H34IN4OPS2Ti in a non-equilibrium geometry.

Its orbital gap (spin up / spin down) is 0.1821 / 0.2951 Ha. The LUMO energy (spin up / spin down) is -0.15 / -0.18 eV. Its expectation value of S² is 2.03. The total energy is -4276.32166 Eh. As for the multiplicity: 3.

CARTESIAN COORDINATES (ANGSTROEM)
Ti (0.09, -0.36, -0.14)
C (-2.02, -1.88, 3.33)
C (-0.96, -1.28, 2.46)
N (-1.28, -0.71, 1.34)
N (-2.65, -0.66, 1.04)
C (-2.92, 0.00, -0.03)
S (-1.83, 0.81, -1.14)
S (-4.58, 0.14, -0.57)
C (-5.57, -0.64, 0.74)
C (-5.99, 0.28, 1.85)
C (-7.28, 0.80, 1.86)
C (-7.70, 1.66, 2.86)
C (-6.82, 2.02, 3.86)
C (-5.53, 1.52, 3.86)
C (-5.12, 0.66, 2.87)
C (0.46, -1.27, 2.91)
C (0.81, -1.99, 4.07)
C (2.08, -1.97, 4.59)
C (3.06, -1.20, 3.98)
C (2.76, -0.47, 2.85)
C (1.48, -0.51, 2.30)
O (1.27, 0.19, 1.18)
H (-2.48, -1.11, 3.95)
H (-1.64, -2.65, 3.99)
H (-2.81, -2.31, 2.71)
H (-5.02, -1.51, 1.10)
H (-6.46, -1.00, 0.22)
H (-7.97, 0.51, 1.07)
H (-8.71, 2.05, 2.84)
H (-7.14, 2.70, 4.65)
H (-4.84, 1.80, 4.65)
H (-4.12, 0.27, 2.86)
H (0.07, -2.60, 4.57)
H (2.31, -2.55, 5.47)
H (4.06, -1.17, 4.39)
H (3.51, 0.14, 2.35)
I (1.60, 2.49, -1.10)
C (1.08, 2.96, -3.06)
C (1.00, 4.33, -3.25)
C (0.70, 4.88, -4.50)
C (0.48, 4.04, -5.55)
C (0.55, 2.64, -5.39)
C (0.32, 1.86, -6.55)
C (0.37, 0.51, -6.49)
C (0.62, -0.11, -5.26)
C (0.83, 0.59, -4.09)
P (1.09, -0.55, -2.63)
C (0.24, -2.07, -3.16)
C (0.90, -3.30, -3.17)
C (0.19, -4.47, -3.41)
C (-1.18, -4.42, -3.63)
C (-1.83, -3.20, -3.63)
C (-1.13, -2.03, -3.39)
C (2.87, -0.92, -2.78)
C (3.72, -0.56, -1.74)
C (5.08, -0.81, -1.82)
C (5.61, -1.43, -2.94)
C (4.77, -1.78, -3.99)
C (3.41, -1.52, -3.91)
C (0.83, 2.04, -4.13)
H (1.19, 4.99, -2.42)
H (0.64, 5.96, -4.61)
H (0.26, 4.43, -6.53)
H (0.12, 2.38, -7.47)
H (0.20, -0.11, -7.37)
H (0.61, -1.19, -5.24)
H (1.96, -3.36, -2.95)
H (0.71, -5.41, -3.39)
H (-1.73, -5.33, -3.80)
H (-2.90, -3.15, -3.79)
H (-1.66, -1.08, -3.38)
H (3.31, -0.07, -0.85)
H (5.73, -0.52, -1.00)
H (6.67, -1.63, -3.00)
H (5.17, -2.26, -4.87)
H (2.78, -1.80, -4.74)
N (-2.37, -6.14, 0.18)
C (-1.45, -5.46, 0.19)
C (-0.29, -4.61, 0.21)
C (1.00, -5.14, 0.44)
C (2.04, -4.20, 0.40)
C (1.80, -2.88, 0.15)
N (0.54, -2.36, -0.09)
C (-0.48, -3.28, -0.06)
H (1.15, -6.18, 0.63)
H (3.06, -4.52, 0.58)
H (2.62, -2.16, 0.16)
H (-1.48, -2.90, -0.30)

---

Entry 4:
ORCA calculation (wB97M-V/def2-TZVPD) on a structure of composition C44H35F9OP2Se4Zr in a non-equilibrium geometry.

Its orbital gap is 0.2417 Ha. The LUMO energy is -0.58 eV. The total energy is -13007.31784 Eh.

CARTESIAN COORDINATES (ANGSTROEM)
Zr (0.17, 2.14, -0.06)
Se (2.76, 2.87, -0.32)
Se (2.35, 4.99, -1.19)
Se (0.34, 4.72, -2.33)
Se (-1.27, 5.10, -0.76)
O (-1.07, 2.38, -1.51)
C (-1.73, 3.12, -0.58)
C (-3.12, 2.82, -0.33)
C (-4.14, 3.78, -0.29)
C (-5.46, 3.39, -0.16)
C (-5.80, 2.05, -0.05)
C (-4.80, 1.10, -0.01)
C (-3.47, 1.47, -0.12)
P (-2.10, 0.26, 0.03)
C (-2.96, -1.19, -0.69)
C (-3.00, -1.26, -2.08)
C (-3.65, -2.30, -2.71)
C (-4.24, -3.30, -1.95)
C (-4.19, -3.25, -0.57)
C (-3.56, -2.20, 0.07)
C (-2.17, -0.14, 1.82)
C (-2.79, 0.68, 2.75)
C (-2.68, 0.41, 4.10)
C (-1.95, -0.68, 4.53)
C (-1.31, -1.50, 3.61)
C (-1.41, -1.23, 2.26)
H (-3.89, 4.82, -0.43)
H (-6.23, 4.15, -0.16)
H (-6.83, 1.76, 0.01)
H (-5.06, 0.05, 0.12)
H (-2.53, -0.47, -2.65)
H (-3.69, -2.34, -3.79)
H (-4.75, -4.13, -2.44)
H (-4.66, -4.02, 0.02)
H (-3.54, -2.15, 1.15)
H (-3.35, 1.54, 2.40)
H (-3.16, 1.06, 4.82)
H (-1.85, -0.88, 5.59)
H (-0.73, -2.35, 3.95)
H (-0.91, -1.86, 1.54)
F (2.16, -7.05, 0.54)
C (1.27, -6.68, -0.40)
F (0.09, -7.22, -0.05)
F (1.64, -7.27, -1.54)
C (1.20, -5.18, -0.55)
C (-0.02, -4.54, -0.73)
C (-0.04, -3.16, -0.87)
C (1.14, -2.42, -0.83)
C (2.35, -3.09, -0.67)
C (2.38, -4.46, -0.53)
P (1.03, -0.58, -0.92)
C (2.51, -0.26, 0.13)
C (3.82, -0.12, -0.31)
C (4.83, 0.10, 0.62)
C (4.52, 0.18, 1.97)
C (3.21, 0.02, 2.42)
C (2.21, -0.20, 1.49)
C (5.58, 0.52, 2.98)
F (5.49, -0.23, 4.09)
F (5.47, 1.80, 3.38)
F (6.82, 0.36, 2.51)
C (1.54, -0.28, -2.66)
C (1.44, 1.03, -3.12)
C (1.63, 1.32, -4.46)
C (1.90, 0.29, -5.35)
C (1.99, -1.02, -4.91)
C (1.81, -1.30, -3.56)
C (2.02, 0.61, -6.82)
F (0.82, 0.93, -7.35)
F (2.49, -0.41, -7.55)
F (2.82, 1.66, -7.05)
H (-0.94, -5.10, -0.76)
H (-0.99, -2.65, -1.00)
H (3.28, -2.53, -0.65)
H (3.32, -4.98, -0.40)
H (4.05, -0.15, -1.36)
H (5.85, 0.22, 0.30)
H (2.99, 0.07, 3.47)
H (1.19, -0.35, 1.83)
H (1.17, 1.83, -2.43)
H (1.54, 2.34, -4.82)
H (2.19, -1.81, -5.61)
H (1.86, -2.33, -3.23)
C (1.08, 2.74, 4.35)
C (1.10, 3.03, 2.85)
C (1.19, 4.54, 2.60)
C (-0.14, 2.46, 2.14)
H (1.98, 3.14, 4.82)
H (1.04, 1.67, 4.53)
H (0.21, 3.19, 4.82)
H (2.02, 2.56, 2.45)
H (0.35, 5.06, 3.06)
H (1.18, 4.76, 1.53)
H (2.11, 4.95, 3.02)
H (-1.00, 3.11, 2.38)
H (-0.35, 1.48, 2.60)